1.
DFT (wB97M-V/def2-TZVPD) results for a 3-piece molecular cluster, C8H18O2 overall at a distorted geometry.

Values from the calculation:
Relative energy (zero: lowest compared OMol25 entry of this formula, charge and spin) (kcal per mole): 48.5
SMILES: C=C/C(=C/C)CCC.O.O
Lowest unoccupied orbital energy (eV): 0.6
Frontier orbital gap (eV): 9.37

Positions of all 28 atoms, in Å:
C: -1.09581 -1.48607 2.73237
C: -0.44200 -0.85376 1.51053
C: -1.13157 -1.10092 0.15244
C: -0.78943 -0.03733 -0.85841
C: -0.01158 -0.14185 -1.93845
C: 0.77784 -1.37465 -2.27552
C: -1.06826 2.46101 -0.79840
C: -1.53025 1.23276 -0.57691
H: -0.78009 -2.52651 2.86053
H: -0.82400 -0.93086 3.62850
H: -2.17681 -1.56093 2.66719
H: 0.56988 -1.25923 1.41017
H: -0.35689 0.21845 1.65595
H: -2.21127 -1.15842 0.31901
H: -0.82879 -2.07805 -0.22803
H: 0.01862 0.64869 -2.67955
H: 0.60763 -1.69578 -3.30872
H: 0.57107 -2.19907 -1.59475
H: 1.85268 -1.20286 -2.27784
H: -0.15941 2.66518 -1.35840
H: -1.58020 3.37931 -0.52939
H: -2.35709 1.18677 0.12830
H: 2.65817 0.56881 -0.74396
H: 3.34708 -0.61612 -0.02889
O: 3.25757 -0.17298 -0.87851
H: 0.68552 3.00719 1.44952
H: 1.43891 2.09972 0.53615
O: 1.55845 2.92748 1.02508

2.
DFT (wB97M-V/def2-TZVPD) results for a 2-piece molecular cluster, C8H18O3S overall at a distorted geometry.

Values from the calculation:
Relative energy (zero: lowest compared OMol25 entry of this formula, charge and spin) (kcal per mole): 64.2
SMILES: CC[C@](C)(O)SO.CCC(C)=O
Lowest unoccupied orbital energy (eV): 0.7
Frontier orbital gap (eV): 9.23

Positions of all 30 atoms, in Å:
C: -3.68715 -1.34836 0.05845
C: 3.73622 0.09250 -1.27170
C: -2.56768 1.17818 -1.21167
C: 1.34366 -0.31084 1.79822
C: -2.18639 -1.05207 0.07714
C: 3.21306 0.24329 0.21644
C: -2.10779 0.46671 0.12454
C: 1.72545 -0.13864 0.34684
O: 0.33608 2.16388 0.38902
O: -2.00455 1.23768 1.06323
O: 1.57899 -1.40267 -0.28297
S: 0.60427 0.92467 -0.61849
H: -3.81135 -2.42044 -0.29941
H: -4.20580 -1.23241 1.16379
H: -4.27145 -0.67712 -0.64838
H: 4.71267 0.23812 -1.13190
H: 3.71830 -0.84958 -1.74577
H: 3.23590 0.75877 -2.03338
H: -3.71747 1.09879 -1.25027
H: -1.95257 0.94292 -1.94757
H: -2.27556 2.20845 -1.12370
H: 0.28372 -0.51720 2.07028
H: 1.91665 -0.96507 2.35540
H: 1.39705 0.60424 2.26056
H: -1.60650 -1.28377 -0.77732
H: -1.69702 -1.43630 0.99309
H: 3.60741 -0.39055 0.93974
H: 3.26827 1.16064 0.67331
H: -0.50257 2.15877 1.03050
H: 1.91616 -1.45258 -1.21800

3.
DFT (wB97M-V/def2-TZVPD) results for a 2-piece molecular cluster, C8H18Si overall.

Values from the calculation:
Relative energy (zero: lowest compared OMol25 entry of this formula, charge and spin) (kcal per mole): 68.1
Lowest unoccupied orbital energy (alpha / beta) (eV): 0.1 / 0.1
Frontier orbital gap (alpha / beta) (eV): 7.17 / 8.17

Positions of all 27 atoms, in Å:
C: -1.41925 -1.23544 0.16924
C: -0.49953 -0.79260 1.11372
C: 1.93921 2.32151 -0.45793
C: -2.29594 -0.31703 -0.61965
C: -1.56066 -2.67486 -0.20028
C: 0.29942 -1.79054 1.91398
C: -0.20119 0.53909 1.31485
C: 0.95288 3.22587 -1.08600
Si: 2.25766 0.59289 -1.01602
H: -2.23114 0.71416 -0.29170
H: -3.33891 -0.63229 -0.54045
H: -2.02986 -0.35615 -1.67830
H: -1.14477 -2.81985 -1.20002
H: -2.60954 -2.97186 -0.24694
H: -1.03907 -3.34070 0.47848
H: 0.93499 -2.38581 1.26013
H: -0.35272 -2.45910 2.47444
H: 0.94151 -1.26801 2.61821
H: 2.43732 2.71461 0.41554
H: 0.49663 0.82994 2.07808
H: -0.68898 1.34144 0.79705
H: 0.14073 3.47776 -0.39415
H: 0.51591 2.78399 -1.97827
H: 1.42073 4.17708 -1.35649
H: 2.81297 -0.18441 0.09317
H: 3.23435 0.53003 -2.12846
H: 1.02725 -0.01972 -1.53224

4.
DFT (wB97M-V/def2-TZVPD) results for C8H19AlF3I2MgNNbO3S as an isolated structure at a distorted geometry.

Values from the calculation:
Lowest unoccupied orbital energy (eV): -9.2
Charge: +1
Frontier orbital gap (eV): 1.79

Positions of all 40 atoms, in Å:
C: 5.61317 0.57605 1.37328
N: 4.49610 0.96454 0.44530
C: 4.44552 2.37053 0.42165
C: 3.24408 0.33672 0.94892
O: 3.34644 -0.57860 1.71215
C: 1.90555 0.77722 0.50641
Nb: 1.05592 2.34613 1.97005
I: -1.42010 2.56927 0.61763
I: -0.01653 0.24006 3.65020
H: 6.44521 1.22909 1.12221
H: 5.28860 0.85054 2.37327
H: 5.84150 -0.47555 1.28138
H: 3.50961 2.79455 0.08858
H: 5.20160 2.71365 -0.28646
H: 4.75829 2.87489 1.44989
H: 1.87332 1.12689 -0.52875
H: 1.21981 -0.06623 0.57834
H: 2.60366 2.14768 2.88485
H: 1.78006 3.62203 0.96599
H: 0.58989 3.55146 3.25797
Al: -1.65588 -1.77623 3.16634
C: -3.10717 -1.34660 -2.37602
C: -4.23077 -2.32149 -2.82645
C: -4.40027 -3.35964 -1.71227
S: -3.89355 -2.55186 -0.17938
O: -2.71565 -3.21710 0.31916
O: -5.06499 -2.32302 0.65564
C: -3.41141 -0.99474 -0.90689
H: -3.06731 -0.45951 -3.00116
H: -2.14038 -1.85000 -2.44026
H: -5.15870 -1.75315 -2.95066
H: -3.99712 -2.79747 -3.77909
H: -5.43527 -3.68285 -1.62357
H: -3.75403 -4.22358 -1.85607
H: -2.55481 -0.58047 -0.37509
H: -4.24928 -0.33180 -0.82788
F: 4.81230 -0.43317 -1.28943
F: -5.34994 -0.23476 -2.28706
Mg: -7.30862 -0.11062 -1.70508
F: 4.90116 4.37715 1.16237

5.
DFT (wB97M-V/def2-TZVPD) results for a 2-piece molecular cluster, C8H19BrN2O2 overall at a distorted geometry.

Values from the calculation:
Relative energy (zero: lowest compared OMol25 entry of this formula, charge and spin) (kcal per mole): 0.0
Lowest unoccupied orbital energy (eV): -0.7
Frontier orbital gap (eV): 6.16

Positions of all 32 atoms, in Å:
C: -0.06847 -1.38886 2.73914
C: -1.04548 -0.32733 3.25018
O: -1.92603 0.14991 2.20098
C: -1.60359 1.19651 1.43156
O: -1.78343 2.31176 1.74378
C: -1.15144 0.81892 0.02449
C: -0.04000 1.75952 -0.49099
C: 1.36190 1.15704 -0.45686
N: 1.83127 0.63345 -1.80811
C: 0.87200 -0.19902 -2.61815
N: 0.57442 -1.41325 -1.91035
C: -0.82819 -1.88553 -1.99027
H: -0.26572 -1.59682 1.68396
H: 0.96802 -1.07351 2.87630
H: -0.22176 -2.31774 3.29448
H: -0.58875 0.52632 3.72848
H: -1.72095 -0.87302 3.91233
H: -2.04236 0.91335 -0.60658
H: -0.81077 -0.21307 0.04432
H: -0.28511 2.13447 -1.49179
H: -0.01927 2.62749 0.17293
H: 1.46028 0.37999 0.29806
H: 2.06998 1.93625 -0.16932
H: 2.62754 0.02217 -1.61734
H: 2.19273 1.39816 -2.37902
H: -0.00525 0.39736 -2.87334
H: 1.38917 -0.40026 -3.56543
H: 1.14576 -2.13992 -2.32245
H: -1.22936 -2.03912 -0.98546
H: -1.47003 -1.16677 -2.50174
H: -0.87581 -2.84764 -2.50175
Br: 1.48870 1.51918 2.88798

6.
DFT (wB97M-V/def2-TZVPD) results for C8H19InO4P2 as an isolated structure at a distorted geometry.

Values from the calculation:
Lowest unoccupied orbital energy (eV): -11.3
Charge: +2
Frontier orbital gap (eV): 4.33

Positions of all 34 atoms, in Å:
C: -1.87074 -0.76086 -1.87053
C: -0.66723 -0.37833 -2.24788
P: 0.50998 0.41555 -0.95999
C: -0.69735 1.95381 -0.85095
C: -1.24727 2.29720 0.51896
C: -0.18372 2.55868 1.56761
O: -2.04525 3.57203 0.39052
O: -0.21476 -0.37571 0.40238
C: 0.27966 -1.65911 0.65454
C: 0.59042 -1.95469 2.10478
C: 1.29904 -2.03877 -0.49099
P: 2.83353 -3.06189 -0.11004
O: 3.94054 -2.56153 -0.92501
O: 1.62071 -0.84207 -1.11925
H: -2.35702 -0.30294 -1.01693
H: -2.39503 -1.58081 -2.34574
H: -0.26012 -0.47074 -3.24612
H: 1.26096 1.05410 -2.01464
H: 1.32734 1.06018 0.04753
H: -0.06723 2.76951 -1.19921
H: -1.52469 1.88227 -1.54824
H: -1.93853 1.55194 0.90120
H: -0.44114 3.45617 2.11434
H: -0.11129 1.75494 2.28739
H: 0.80094 2.73266 1.14301
H: -1.94847 3.89686 -0.51393
H: -0.56308 -2.31500 0.41454
H: 1.65081 -1.96058 2.32440
H: 0.20662 -2.94009 2.33507
H: 0.11884 -1.24420 2.77023
H: 0.78236 -2.64982 -1.23319
H: 2.39855 -4.35959 -0.42205
H: 3.11533 -3.02230 1.26373
In: -4.20270 3.52314 0.87447

In the order shown, the computed DFT total energy values come out to -12681.593, -25562.570, -16461.946, -64997.907, -85720.060, -40522.198 eV.